Computed, not measured: a structure of composition C38H70Br2F3N5O3, with ωB97M-V/def2-TZVPD.

* net charge: 0
* 2S+1: 1
* orbital gap: 6.67 eV
* E_LUMO: -0.047 hartree
* E_HOMO: -7.96 eV

Last column: Löwdin charge in e.
Geometry (Å):
Br  1.948  -1.464  -0.452  0.75
Br  5.017  -1.429  0.445  0.70
F  5.712  -1.255  -2.289  0.00
F  4.622  -3.182  -1.690  -0.04
F  3.444  0.237  -2.241  -0.04
O  -4.032  -2.901  -2.971  0.07
O  0.718  4.275  -1.544  -0.01
O  -4.364  1.697  -1.898  0.07
N  -0.145  -3.973  4.339  -0.19
N  0.250  3.186  2.501  -0.19
N  -4.361  -0.739  -1.961  0.11
N  3.924  6.339  -5.284  -0.19
N  -4.186  -4.116  1.084  -0.19
C  -3.885  -4.846  2.312  -0.25
C  0.267  0.766  -3.277  0.05
C  4.746  7.205  -6.128  -0.25
C  1.817  -1.219  -4.284  -0.16
C  0.518  2.452  3.734  -0.25
C  0.278  -3.694  5.707  -0.25
C  -5.471  -3.429  1.042  -0.27
C  2.757  -2.001  -3.252  -0.17
C  3.193  -1.149  -1.965  -0.70
C  -2.166  -1.098  -2.944  -0.01
C  -3.757  0.624  -2.093  -0.32
C  -0.332  1.306  0.865  -0.10
C  0.418  -0.748  -3.686  -0.15
C  0.139  3.701  -2.496  -0.21
C  -1.062  1.370  -2.720  -0.09
C  -0.470  1.357  4.136  -0.08
C  0.617  -3.282  3.300  -0.25
C  4.701  5.342  -4.558  -0.27
C  -4.774  -6.003  -0.544  -0.08
C  -2.258  0.405  -2.570  0.01
C  2.047  -3.753  3.034  -0.08
C  -1.417  -6.041  4.948  -0.09
C  0.575  2.469  1.268  -0.23
C  1.547  -4.382  6.211  -0.09
C  -0.413  -5.370  4.019  -0.27
C  5.749  8.128  -5.435  -0.09
C  3.306  7.798  -3.277  -0.08
C  -1.250  2.914  -2.325  -0.09
C  4.645  -1.754  -1.497  -0.74
C  2.882  7.022  -4.524  -0.25
C  -1.024  3.890  2.434  -0.27
C  -4.850  -5.955  2.732  -0.08
C  3.859  4.269  -3.880  -0.09
C  -3.572  -1.785  -2.674  -0.31
C  -3.876  -4.828  -0.156  -0.24
C  -5.706  -2.472  2.206  -0.09
C  -0.833  -1.648  -3.499  0.05
C  -1.269  4.850  3.593  -0.09
H  0.055  -3.363  2.361  0.11
H  -2.368  -5.501  4.957  0.07
H  -5.836  -5.766  -0.451  0.07
H  2.133  6.281  -4.224  0.09
H  -2.014  3.462  -2.989  0.14
H  -2.837  -5.177  -0.122  0.11
H  -0.339  1.115  5.195  0.07
H  4.093  7.812  -6.766  0.11
H  -4.914  -1.720  2.264  0.08
H  -0.810  -2.751  -3.794  0.11
H  1.176  1.430  -3.439  0.09
H  -3.898  -4.102  -0.976  0.08
H  -4.560  -6.889  0.054  0.05
H  -2.875  -5.266  2.245  0.10
H  1.523  2.019  3.687  0.11
H  -4.679  -6.873  2.172  0.06
H  3.222  3.751  -4.604  0.07
H  -1.349  4.328  4.549  0.06
H  1.574  -4.345  7.305  0.07
H  2.446  -3.879  5.856  0.05
H  2.333  -3.036  -2.969  0.13
H  -0.140  0.418  1.469  0.04
H  -0.468  5.591  3.665  0.08
H  -0.828  -5.427  3.006  0.10
H  5.301  6.567  -6.826  0.11
H  -6.310  -4.136  0.996  0.10
H  2.314  -0.314  -4.788  0.13
H  1.600  -5.433  5.920  0.07
H  -1.046  -6.111  5.973  0.07
H  1.608  2.106  1.323  0.12
H  -4.316  -0.848  -0.929  0.14
H  -4.592  -6.275  -1.588  0.07
H  3.725  8.771  -3.530  0.05
H  6.333  7.612  -4.671  0.07
H  -5.523  -2.832  0.124  0.11
H  -1.511  1.658  3.998  0.07
H  0.637  -2.209  3.521  0.10
H  4.034  7.254  -2.671  0.07
H  2.402  -3.333  2.087  0.03
H  0.579  3.173  4.556  0.10
H  -1.393  1.557  0.937  0.07
H  5.364  4.828  -5.265  0.12
H  0.389  -2.612  5.839  0.11
H  3.737  -2.236  -3.822  0.14
H  0.508  -5.968  4.008  0.10
H  -1.049  4.487  1.515  0.12
H  2.124  -4.840  2.954  0.07
H  -5.761  -2.996  3.163  0.06
H  -5.898  -5.668  2.615  0.07
H  -1.610  2.951  -1.231  0.12
H  4.511  3.524  -3.415  0.07
H  0.578  3.195  0.448  0.08
H  3.226  4.682  -3.090  0.06
H  -6.656  -1.949  2.069  0.07
H  -1.871  3.194  2.372  0.10
H  -3.817  -4.125  3.133  0.10
H  -0.134  1.029  -0.175  0.03
H  2.333  7.699  -5.188  0.11
H  2.432  7.984  -2.646  0.07
H  6.455  8.522  -6.172  0.07
H  5.258  8.988  -4.980  0.05
H  1.577  -1.962  -5.135  0.13
H  2.736  -3.410  3.807  0.06
H  -2.209  5.387  3.437  0.07
H  5.353  5.804  -3.806  0.10
H  -4.696  -6.194  3.789  0.07
H  -0.543  -3.959  6.382  0.10
H  0.621  3.726  -3.535  0.12
H  -1.614  -7.061  4.606  0.08
H  -0.300  0.436  3.579  0.04


Computed, not measured: a cluster of 3 separate species, C38H70N3O3Si in total, with ωB97M-V/def2-TZVPD.

* <S²>: 2.01
* net charge: -1
* 2S+1: 3
* orbital gap (spin up / spin down): 3.54 / 2.47 eV
* E_LUMO (spin up / spin down): 0.071 / 0.032 hartree
* E_HOMO (spin up / spin down): -1.60 / -1.60 eV

Last column: Löwdin spin population.
Geometry (Å):
Si  0.766  -0.328  0.694  0.00
O  -3.935  3.181  -1.781  0.56
O  -4.856  -2.340  0.718  0.00
O  4.864  1.997  3.332  0.01
N  4.007  3.436  1.740  0.00
N  -3.679  2.850  -3.008  0.35
N  -4.307  -3.108  1.774  0.00
C  -5.049  -4.380  1.826  0.00
C  -3.272  -2.797  4.000  0.00
C  -0.757  2.851  -3.410  0.00
C  3.303  -1.219  1.776  0.00
C  7.449  1.627  -0.912  0.08
C  1.791  0.598  -0.614  0.00
C  -0.283  0.977  1.578  0.00
C  1.547  -1.102  3.320  0.00
C  -3.062  4.017  -3.707  0.03
C  -3.710  5.337  -3.291  0.00
C  7.168  3.273  1.025  0.09
C  -4.350  -2.285  2.998  0.00
C  4.133  -1.251  -2.611  0.00
C  2.413  -1.501  4.286  0.00
C  1.915  -0.093  -1.985  0.00
C  -3.542  0.521  -2.111  0.00
C  5.082  2.898  2.538  0.01
C  2.734  -1.402  -1.992  0.00
C  -5.097  -5.009  0.440  0.00
C  6.530  2.224  0.150  0.66
C  -6.479  -4.212  2.357  0.00
C  -2.906  1.568  -3.019  0.03
C  -5.742  -2.220  3.666  0.00
C  -1.467  1.789  -2.577  0.01
C  4.175  -1.621  2.745  0.00
C  6.550  -0.490  -2.121  0.00
C  -3.953  -0.839  2.711  0.00
C  -6.502  -3.540  3.723  0.00
C  -3.339  3.912  -5.233  0.00
C  7.397  0.075  -0.947  0.03
C  -0.303  -1.697  -0.004  0.00
C  5.203  -0.962  -1.560  0.00
C  1.986  -0.943  2.023  0.00
C  6.494  3.467  2.424  0.02
C  -1.556  4.154  -3.410  0.01
C  -4.338  -5.428  2.709  0.00
C  -2.901  0.920  -4.418  0.00
C  3.723  -1.746  4.025  0.00
H  -1.110  4.855  -4.119  0.00
H  -5.650  -1.808  4.679  0.00
H  -1.094  1.361  0.964  0.00
H  8.220  3.058  1.209  0.00
H  -2.352  1.489  -5.167  0.00
H  -4.122  4.607  -5.539  0.00
H  -5.692  -4.418  -0.255  0.00
H  4.426  -2.037  4.793  0.00
H  -2.448  4.132  -5.824  0.00
H  5.200  -1.809  2.459  0.00
H  -2.400  -2.138  4.010  0.00
H  6.404  0.254  -2.902  0.00
H  -6.082  -4.196  4.495  0.00
H  -3.829  -0.298  3.657  0.00
H  2.206  -2.098  -2.648  0.00
H  -0.922  0.846  -2.640  0.00
H  -6.365  -1.512  3.112  0.00
H  -2.418  -0.056  -4.367  0.00
H  -4.589  0.346  -2.359  0.00
H  3.944  4.438  1.877  0.00
H  2.075  -1.599  5.310  0.00
H  -0.596  2.500  -4.434  0.00
H  0.238  3.036  -2.997  0.00
H  -2.874  -3.772  3.735  0.00
H  -4.707  -0.315  2.127  0.00
H  -3.485  0.796  -1.059  0.00
H  -4.090  -5.116  0.030  0.00
H  6.404  4.546  2.588  0.00
H  5.370  -1.849  -0.951  0.00
H  -5.548  -6.007  0.493  0.00
H  0.416  1.757  1.889  0.00
H  0.521  -0.898  3.592  0.00
H  -7.067  -3.615  1.654  0.00
H  0.933  -0.282  -2.413  0.00
H  -3.657  -2.856  5.024  0.00
H  -7.539  -3.352  4.022  0.00
H  -3.016  -0.427  -2.218  0.00
H  2.754  0.887  -0.187  0.00
H  5.727  2.719  -0.402  0.03
H  -1.447  2.081  -1.522  0.00
H  4.827  -0.151  -0.927  0.00
H  -3.006  -0.794  2.166  0.00
H  -4.796  5.293  -3.389  0.00
H  4.369  -2.232  -3.039  0.00
H  -6.975  -5.190  2.418  0.00
H  -3.306  -5.570  2.382  0.00
H  8.461  1.909  -0.622  0.00
H  -4.332  -5.178  3.769  0.00
H  7.109  -1.347  -2.495  0.00
H  2.778  -1.892  -1.020  0.00
H  -4.848  -6.394  2.631  0.00
H  -3.919  0.767  -4.780  0.00
H  -0.838  -2.247  0.769  0.00
H  -1.435  4.609  -2.422  0.00
H  -3.473  5.612  -2.264  0.00
H  7.197  2.002  -1.903  0.01
H  0.229  -2.368  -0.676  0.00
H  -3.343  6.137  -3.936  0.00
H  -0.662  0.550  2.505  0.00
H  4.134  -0.553  -3.448  0.00
H  4.120  3.205  0.762  0.00
H  1.260  1.542  -0.788  0.00
H  2.419  0.607  -2.660  0.00
H  7.101  3.071  3.230  0.00
H  -1.083  -1.235  -0.619  0.00
H  6.925  -0.260  -0.024  0.01
H  7.143  4.241  0.518  0.03
H  3.679  -1.110  0.765  0.00
H  -3.707  2.937  -5.539  0.00
H  8.391  -0.371  -0.948  0.00